[1]
C5H17NO2 | wB97M-V/def2-TZVPD

## Properties
**Charge**: 0
**HOMO-LUMO gap**: 10.5 eV
**LUMO level**: 0.727 eV
**SMILES string**: CC(C)[C@H](C)N.O.O

Last column: Mulliken charge in e.
Geometry (Å):
C 0.03360 -2.49344 0.17514  -1.37
C 0.10089 -0.98157 0.38131  0.25
C 1.07191 -0.42931 -0.74298  0.24
C 1.77430 0.86917 -0.32854  -1.52
C 0.37502 -0.18244 -2.10429  -1.59
N -1.27538 -0.37240 0.35146  -0.34
H -0.35820 -3.17225 0.93060  0.39
H -0.32539 -2.60245 -0.85753  0.32
H 1.03513 -2.85856 0.04709  0.41
H 0.65600 -0.56838 1.20759  0.19
H 1.88221 -1.15931 -0.86787  0.44
H 2.22628 0.78875 0.64365  0.41
H 0.93374 1.61349 -0.26289  0.18
H 2.50666 1.06900 -1.18287  0.40
H -0.61007 -0.58522 -2.25462  0.51
H 0.38709 0.87284 -2.40422  0.37
H 1.01695 -0.67769 -2.86946  0.31
H -1.54558 -0.17276 -0.59200  0.16
H -1.99794 -0.82797 0.89624  0.29
H -1.31642 2.07443 3.09130  0.36
H -1.86727 1.23685 2.12516  0.29
O -2.08107 1.45761 3.05356  -0.68
H -1.63234 2.50832 0.49904  0.35
H -0.28798 1.87495 0.38810  0.36
O -0.70214 2.71830 0.67704  -0.75


[2]
C5H8BNO2 | wB97M-V/def2-TZVPD

## Properties
**Charge**: 0
**HOMO-LUMO gap (alpha / beta)**: 5.8 / 5.8 eV
**LUMO level (alpha / beta)**: -2.034 / -2.037 eV

Last column: Mulliken charge in e.
Geometry (Å):
B -0.50192 -2.40522 -0.25516  0.17
C -2.76426 0.15703 0.18367  0.66
C 0.88080 0.70555 0.16409  -0.51
C -0.28278 1.17802 -0.68438  -0.55
C 0.31135 -0.38771 1.09101  -0.64
C -1.15580 -0.07069 -0.71110  -0.80
N -0.44061 -1.14344 0.08619  0.10
O -2.73119 1.18047 0.76181  -0.58
O -3.40507 -0.83692 0.04638  -0.60
H -1.11182 -3.10028 -1.00051  0.08
H 1.63223 0.18323 -0.47109  0.23
H 1.61510 1.44152 0.68603  0.34
H -0.91642 1.87729 -0.11194  0.28
H -0.06904 1.43981 -1.63083  0.37
H 0.92525 -1.09829 1.52866  0.44
H -0.52481 -0.09203 1.65906  0.29
H -1.53512 -0.28485 -1.65656  0.69


[3]
C49H128F3N8O19S | wB97M-V/def2-TZVPD

## Properties
**Charge**: +7
**HOMO-LUMO gap**: 9.3 eV
**LUMO level**: -11.933 eV

Last column: Mulliken charge in e.
Geometry (Å):
C -3.26285 0.38929 -4.53144  -0.84
O -3.44211 1.78705 -4.34878  -0.32
C -4.19802 2.10675 -3.20069  -0.38
C -5.08472 3.28495 -3.48413  -0.86
N -4.29365 4.45040 -3.98347  -0.08
H -3.93179 4.25727 -4.92111  0.47
H -4.96424 5.18989 -4.23104  0.44
C -3.29919 5.05614 -3.03251  -0.23
C -3.96278 5.95271 -1.97094  0.03
O -5.35617 5.79657 -1.99962  -0.39
C -6.13222 6.91020 -1.60532  -0.81
H -4.23883 -0.02159 -4.81375  0.40
H -2.98631 -0.12646 -3.60648  0.24
H -2.56772 0.18548 -5.33971  0.31
H -3.50414 2.20728 -2.35249  0.15
H -4.83811 1.28274 -2.86380  0.62
H -5.63067 3.59523 -2.59699  0.37
H -5.77949 2.85216 -4.20559  0.46
H -2.67804 5.73382 -3.61886  0.09
H -2.58963 4.28840 -2.73829  0.21
H -3.66208 6.97509 -2.21484  0.68
H -3.66113 5.69070 -0.95343  -0.44
H -7.16488 6.69725 -1.88278  0.32
H -5.86906 7.85711 -2.08151  0.36
H -6.15886 7.00236 -0.51427  0.22
C 0.12183 9.89536 -4.86109  -0.78
O 0.58178 8.66826 -5.40372  -0.34
C 0.49170 8.55752 -6.80457  -0.57
C 0.81129 7.08031 -7.12962  -0.72
N 0.28000 6.19830 -5.99555  -0.23
H 0.61822 6.63387 -5.13513  0.46
H -0.73301 6.29531 -6.02072  0.30
C 0.75852 4.77913 -6.19693  -0.65
C -0.06834 3.79640 -5.35898  -0.70
O -0.43586 4.27885 -4.06209  0.00
C 0.67388 4.36764 -3.19825  -0.52
H -0.61969 9.67508 -4.08485  0.23
H -0.41540 10.57960 -5.52151  0.37
H 0.87885 10.50817 -4.37093  0.29
H 1.27235 9.16952 -7.26317  0.39
H -0.44592 8.77914 -7.32178  0.44
H 1.86843 6.87918 -7.28879  0.44
H 0.28393 6.78805 -8.03632  0.43
H 1.83100 4.86084 -5.99688  0.36
H 0.82132 4.61365 -7.27260  0.58
H 0.32606 2.78873 -5.21835  0.46
H -1.00629 3.62306 -5.89367  0.29
H 1.13947 5.36069 -3.20707  0.28
H 1.46533 3.63329 -3.37513  0.43
H 0.32398 4.19381 -2.17717  -0.23
C -4.44267 9.22278 1.57855  -0.81
O -3.41596 8.26793 1.81822  -0.38
C -3.17065 7.89890 3.15234  -0.57
C -1.74518 7.35007 3.16151  -0.57
N -1.62725 6.39026 1.98445  0.16
H -2.42013 6.54029 1.34962  0.27
H -0.74097 6.62560 1.54375  0.39
C -1.46744 4.93698 2.38963  -1.50
C -1.55637 3.97736 1.22503  0.26
O -2.80803 4.06154 0.57448  0.33
C -3.95025 3.71400 1.32704  -0.84
H -4.35844 10.03177 2.31141  0.36
H -5.44350 8.82333 1.77119  0.33
H -4.37171 9.61214 0.56990  0.27
H -3.93318 7.18063 3.47075  0.29
H -3.20142 8.79958 3.77244  0.53
H -1.47061 6.89577 4.10930  0.34
H -1.04944 8.14963 2.91718  0.38
H -2.32789 4.77096 3.04225  0.46
H -0.62272 4.75921 3.05231  0.65
H -1.36130 2.97215 1.62044  -0.18
H -0.78076 4.09891 0.46564  0.14
H -4.12368 4.33012 2.21509  0.27
H -3.87777 2.70018 1.74593  0.13
H -4.83494 3.70493 0.69580  0.32
C -4.09303 -1.95525 7.70898  -0.80
O -3.54411 -1.60360 6.41207  -0.25
C -2.53934 -2.44905 5.93953  -0.84
C -1.57767 -1.56730 5.12816  -0.67
N -2.24498 -0.56256 4.22079  0.40
H -2.73710 0.08897 4.83541  0.59
H -1.55844 -0.05189 3.65044  0.13
C -3.19516 -1.18546 3.24772  -0.19
C -4.04157 -0.15374 2.52562  -0.72
O -4.36532 0.99066 3.28614  -0.34
C -5.20032 0.78607 4.42929  -0.61
H -3.26447 -2.06623 8.40880  0.33
H -4.66576 -2.87290 7.58765  0.34
H -4.72556 -1.13013 8.01693  0.26
H -2.97533 -3.23134 5.31344  0.34
H -1.91987 -2.80249 6.76755  0.53
H -0.74239 -1.98404 4.56667  0.28
H -1.07192 -0.93122 5.86066  0.45
H -3.78149 -1.96234 3.73521  0.51
H -2.60768 -1.77269 2.54037  -0.07
H -4.97230 -0.64144 2.20548  0.45
H -3.69173 0.22432 1.56256  0.28
H -4.82954 0.00090 5.09734  0.14
H -6.24377 0.53637 4.22538  0.35
H -5.18587 1.74243 4.94669  0.24
C -1.41258 -9.50433 -3.35355  -0.67
O -1.76507 -8.17757 -3.65069  -0.37
C -2.43557 -7.50481 -2.59748  0.00
C -2.90178 -6.22610 -3.19882  -0.71
N -1.70016 -5.25172 -3.36153  0.00
H -0.81457 -5.71073 -3.59407  0.37
H -1.90996 -4.65045 -4.15872  0.44
C -1.50902 -4.40545 -2.11837  -1.13
C -0.36413 -3.43228 -2.26959  0.35
O 0.89606 -4.01742 -2.43979  -0.20
C 1.93805 -3.11515 -2.67283  -0.52
H -2.28582 -10.08102 -3.02953  0.36
H -0.62820 -9.66819 -2.60336  0.15
H -1.02441 -10.06923 -4.20118  0.31
H -1.79065 -7.42670 -1.71228  -0.17
H -3.27567 -8.13658 -2.28862  0.61
H -3.69074 -5.71410 -2.65827  0.37
H -3.08566 -6.36210 -4.26394  0.45
H -1.34729 -5.09818 -1.29083  0.20
H -2.41444 -3.84900 -1.88718  0.45
H -0.39654 -2.71546 -1.44532  -0.50
H -0.62397 -2.85404 -3.17190  0.62
H 2.88664 -3.64601 -2.59751  0.00
H 1.92612 -2.23324 -2.02361  0.24
H 1.94591 -2.72304 -3.69960  0.35
C 4.45442 2.45203 1.15972  -0.84
O 4.39476 1.71062 2.34122  -0.41
C 3.07396 1.37254 2.72073  0.31
C 3.10072 0.31752 3.79199  -0.70
N 4.04545 0.74687 4.91920  -0.15
H 4.21618 -0.09606 5.46630  0.46
H 4.93629 0.98777 4.46904  0.45
C 3.54520 1.84002 5.89006  -0.42
C 4.76318 2.75564 6.12687  -0.66
O 5.19006 3.13071 4.83896  -0.23
C 6.51548 3.69445 4.79691  -0.82
H 5.44897 2.83771 0.94982  0.35
H 3.75723 3.29693 1.10034  0.32
H 4.20054 1.86184 0.26542  0.25
H 2.55905 1.08581 1.79788  0.11
H 2.57520 2.31133 3.00025  0.26
H 3.68340 -0.51016 3.37992  0.21
H 2.15116 -0.05013 4.16276  0.14
H 3.22282 1.27473 6.75702  0.45
H 2.79186 2.39997 5.34669  0.19
H 5.53018 2.24399 6.71874  0.40
H 4.50847 3.65583 6.69123  0.43
H 6.56398 4.07968 3.78152  0.22
H 7.24262 2.89083 4.93166  0.36
H 6.66441 4.47607 5.54061  0.35
C 4.52032 -6.47432 1.40259  -0.89
O 3.12124 -6.28526 1.21831  -0.24
C 2.67415 -4.94294 1.16602  -0.37
C 1.16602 -5.00205 1.05706  0.47
N 0.65876 -5.58053 2.35051  0.16
H 1.32981 -6.33854 2.54450  0.48
H 0.85605 -4.93234 3.11372  0.47
C -0.79958 -5.91905 2.27322  -0.50
C -1.02689 -7.39424 1.93139  -0.83
O -0.23855 -7.70065 0.78335  -0.04
C -0.12472 -9.13737 0.65215  -0.90
H 4.88746 -6.05164 2.34771  0.38
H 5.06981 -5.92366 0.64167  0.25
H 4.70474 -7.53952 1.50561  0.37
H 3.00297 -4.47863 0.22382  0.13
H 3.11673 -4.35764 1.97833  0.53
H 0.82570 -5.49290 0.14781  -0.23
H 0.69248 -4.01970 0.93011  -0.52
H -1.33058 -5.22297 1.62531  0.18
H -1.26539 -5.72795 3.24245  0.44
H -2.08863 -7.50188 1.70478  0.41
H -0.67430 -8.01148 2.75838  0.45
H -1.09169 -9.61576 0.49221  0.33
H 0.26716 -9.62045 1.55187  0.44
H 0.59486 -9.27869 -0.14745  0.16
C 2.69520 -7.51870 -2.07307  -0.61
O 3.93786 -6.85232 -2.27918  -0.36
C 5.02397 -7.65726 -1.86801  -0.31
C 6.33524 -6.97379 -2.23315  -0.71
N 6.23054 -5.50877 -1.80511  0.18
H 5.99776 -4.95070 -2.62721  0.41
H 5.38031 -5.39359 -1.24855  -0.34
C 7.50726 -4.92989 -1.16232  -0.53
C 7.25815 -3.49320 -0.79087  -0.67
O 6.25085 -3.52025 0.19392  -0.15
C 5.84997 -2.21501 0.57761  -0.89
H 2.60726 -8.49411 -2.55500  0.46
H 1.95113 -6.76283 -2.31132  0.12
H 2.59524 -7.76230 -1.00509  0.19
H 4.95316 -8.65416 -2.31183  0.58
H 4.94892 -7.82733 -0.78934  0.10
H 6.52637 -6.83148 -3.29652  0.43
H 7.25740 -7.36135 -1.80687  0.41
H 8.21415 -5.14790 -1.96050  0.41
H 7.60356 -5.61718 -0.32378  0.36
H 6.93789 -2.90575 -1.66195  0.39
H 8.21795 -3.07278 -0.47111  0.45
H 5.34537 -1.66460 -0.21902  0.41
H 6.69217 -1.62847 0.95953  0.45
H 5.20302 -2.34829 1.44560  0.11
C -0.19231 0.24738 -0.23947  0.33
F 0.96619 0.84756 -0.46371  -0.18
F -1.16077 1.13372 0.04183  -0.06
F -0.52438 -0.41337 -1.34675  -0.14
S 0.05685 -1.01014 1.18664  0.44
O 1.39427 -1.61006 1.05810  -0.29
O -0.03136 -0.35455 2.50314  -0.66
O -0.91906 -2.05756 0.93522  -0.68


For each record above, in turn, the calculated F_max values are 2.1; 4.7; 3.6 eV/Å.